(1)
A 2-piece molecular cluster, C29H56N7O2S5 overall at a distorted geometry, computed with the ωB97M-V functional and the def2-TZVPD basis.

Its lowest unoccupied orbital energy is -3.492 eV. Its net charge is +1. The largest force on an atom is 0.0265 Eh/bohr. The energy above the lowest of the compared OMol25 structures with the same formula, charge and spin comes out at 0.000 eV. Its molar mass is 695.149 Da. The value obtained for the orbital gap is 6.4 eV.

Each line ends with the Mulliken charge.
Positions of all 99 atoms, in Å:
C  5.46  -1.91  2.37  -1.1835
C  4.67  -0.88  3.18  -0.4368
C  4.72  0.56  2.61  -0.6998
C  3.42  0.96  1.95  -0.6598
N  3.46  2.30  1.32  0.1891
C  2.11  2.59  0.77  -1.1770
C  1.29  3.46  1.70  -1.0532
C  -0.11  3.66  1.09  0.1355
C  -1.19  3.68  2.15  -0.5353
N  -2.58  3.68  1.61  -0.0156
C  -3.25  2.46  1.54  -1.3784
N  -3.37  1.89  0.40  0.8142
C  -2.91  2.41  -0.90  -0.6947
C  -4.00  3.26  -1.56  -0.7757
C  -4.98  2.46  -2.41  -0.3858
O  -5.37  3.29  -3.50  -0.5436
N  -3.84  1.94  2.69  0.1393
C  -5.16  1.34  2.44  -1.1558
C  -6.17  2.28  1.76  -0.3455
C  -7.08  1.49  0.81  -0.5528
S  -7.93  0.15  1.68  -0.1262
C  -7.77  -1.17  0.54  0.4361
S  -7.87  -0.93  -1.07  -0.2717
N  -7.59  -2.42  1.08  0.0845
C  -6.95  -2.76  2.27  -0.1517
C  -7.03  -4.11  2.39  -0.5594
N  -7.72  -4.64  1.30  -0.5471
C  -8.03  -3.62  0.55  -0.1304
C  -3.00  0.96  3.43  -0.8110
S  -2.40  -0.47  2.48  -0.1049
C  -0.73  -0.09  1.85  0.3545
C  -0.64  -0.41  0.34  -1.3197
C  4.37  2.33  0.20  0.1191
S  5.58  3.38  0.17  -0.1602
S  4.07  1.32  -1.28  -0.2182
C  4.68  -0.35  -0.95  0.0509
C  4.91  -1.06  -2.30  -0.3987
C  4.25  -2.45  -2.37  -0.9144
H  4.86  -2.42  1.62  0.2281
H  6.32  -1.45  1.89  0.2902
H  5.88  -2.66  3.05  0.4006
H  3.63  -1.20  3.29  0.3249
H  5.15  -0.84  4.15  0.3392
H  5.56  0.60  1.92  0.4297
H  4.93  1.25  3.43  0.3938
H  3.13  0.19  1.23  0.0132
H  2.63  0.98  2.70  0.4826
H  1.58  1.66  0.58  0.3866
H  2.19  3.09  -0.19  0.6758
H  1.80  4.42  1.80  0.3920
H  1.23  3.02  2.69  0.3502
H  -0.11  4.56  0.48  0.6543
H  -0.29  2.79  0.46  -0.2544
H  -1.09  4.60  2.72  0.4555
H  -0.99  2.88  2.86  0.0016
H  -3.12  4.31  2.19  0.4184
H  -3.84  0.99  0.37  0.5429
H  -2.67  1.56  -1.52  0.8598
H  -2.03  3.03  -0.79  -0.0522
H  -4.51  3.87  -0.82  0.2914
H  -3.51  3.95  -2.24  0.3925
H  -5.88  2.23  -1.84  0.0891
H  -4.53  1.54  -2.80  0.4053
H  -5.65  2.74  -4.23  0.3322
H  -5.59  1.01  3.38  0.4990
H  -5.08  0.43  1.84  0.5929
H  -5.70  3.03  1.13  0.1700
H  -6.81  2.78  2.48  0.5113
H  -7.79  2.12  0.30  0.5320
H  -6.47  1.00  0.05  -0.0031
H  -6.49  -2.05  2.93  0.3975
H  -6.65  -4.73  3.18  0.3932
H  -8.57  -3.73  -0.38  0.3688
H  -3.66  0.51  4.16  0.5118
H  -2.21  1.44  4.00  0.4816
H  -0.06  -0.77  2.37  0.6434
H  -0.41  0.92  2.09  -0.5306
H  0.15  -1.12  0.15  0.3497
H  -0.54  0.48  -0.26  0.1845
H  -1.57  -0.89  0.03  0.4789
H  3.99  -0.94  -0.36  0.0423
H  5.62  -0.30  -0.42  0.1827
H  5.97  -1.18  -2.47  0.2928
H  4.49  -0.45  -3.10  0.3387
H  4.99  -3.16  -2.72  0.0924
H  3.86  -2.81  -1.42  0.3472
H  3.45  -2.48  -3.10  0.2836
C  8.05  -5.23  -4.23  -1.3333
C  7.12  -4.21  -4.84  0.7851
O  6.66  -3.28  -4.19  -0.6264
N  6.82  -4.34  -6.15  -0.1675
C  7.27  -5.37  -7.08  -0.8358
H  8.20  -4.98  -3.18  0.2687
H  7.62  -6.23  -4.30  0.3845
H  9.02  -5.22  -4.73  0.3802
H  6.20  -3.63  -6.50  0.2304
H  7.80  -4.90  -7.91  0.2878
H  6.41  -5.91  -7.48  0.2839
H  7.93  -6.07  -6.59  0.3220



(2)
C29H56O17S7Sr as an isolated structure at a distorted geometry, computed with the ωB97M-V functional and the def2-TZVPD basis.

Its lowest unoccupied orbital energy is 0.422 eV. Its net charge is 0. The largest force on an atom is 0.0572 Eh/bohr. The energy above the lowest of the compared OMol25 structures with the same formula, charge and spin comes out at 0.000 eV. Its molar mass is 988.839 Da. The value obtained for the orbital gap is 7.9 eV.

Each line ends with the Mulliken charge.
Positions of all 110 atoms, in Å:
Sr  -0.69  0.63  -0.49  1.8778
C  -0.21  -0.53  2.04  0.3358
O  0.41  -0.93  3.04  -0.8259
O  -0.48  -1.28  1.03  -0.6130
O  -0.59  0.74  1.95  -0.7868
C  3.75  -4.84  3.05  -0.7132
C  2.87  -3.68  3.41  -0.4853
C  1.99  -3.32  2.18  0.2974
S  3.25  -3.33  0.96  1.3982
O  3.87  -2.06  0.77  -0.6512
O  2.76  -3.94  -0.26  -0.8391
C  4.41  -4.46  1.72  -0.7408
H  3.16  -5.75  3.01  0.2966
H  4.54  -5.00  3.75  0.3854
H  3.39  -2.77  3.75  0.1207
H  2.21  -3.91  4.22  0.5253
H  1.29  -2.40  2.12  -0.9820
H  1.43  -4.20  1.96  0.4905
H  5.36  -3.91  2.00  0.2850
H  4.78  -5.33  1.09  0.3507
C  -0.74  -4.75  -1.99  -1.0597
C  -0.52  -4.05  -3.33  -0.2297
C  -1.52  -2.93  -3.43  -0.4172
S  -2.24  -2.64  -1.86  0.9339
O  -3.54  -3.32  -1.69  -0.7581
O  -2.38  -1.22  -1.62  -0.3615
C  -0.93  -3.62  -1.00  -0.0013
H  0.17  -5.28  -1.57  0.3432
H  -1.61  -5.36  -2.02  0.4438
H  -0.53  -4.75  -4.17  0.4625
H  0.52  -3.65  -3.34  -0.1124
H  -2.28  -3.22  -4.14  0.5491
H  -0.96  -2.00  -3.66  -0.0504
H  -1.22  -3.90  0.01  0.5934
H  -0.08  -2.96  -0.84  -0.2459
C  -4.57  -1.88  1.42  0.3740
C  -4.16  -1.39  2.81  -1.0925
C  -3.55  0.00  2.75  0.5484
S  -4.20  0.75  1.27  1.2626
O  -3.18  1.07  0.27  0.0393
O  -5.03  1.87  1.65  -0.8961
C  -5.21  -0.67  0.71  -1.1348
H  -5.17  -2.80  1.51  0.4596
H  -3.71  -2.18  0.80  -0.5088
H  -3.54  -2.08  3.32  0.4905
H  -5.04  -1.29  3.39  0.3300
H  -2.46  0.17  2.64  -0.7902
H  -3.82  0.73  3.54  0.5611
H  -5.12  -0.71  -0.31  0.5291
H  -6.28  -0.57  1.01  0.3552
C  -4.24  3.86  -2.94  -0.8192
C  -4.52  2.40  -2.40  0.3367
C  -3.86  1.45  -3.38  -0.4463
S  -2.26  2.27  -3.87  1.0841
O  -1.97  2.26  -5.28  -0.7812
O  -1.17  1.73  -3.09  -0.5951
C  -2.71  3.86  -3.23  -0.0886
H  -4.30  4.60  -2.10  0.3555
H  -4.91  4.16  -3.74  0.3560
H  -5.62  2.27  -2.22  0.5008
H  -4.02  2.28  -1.39  -0.5274
H  -4.49  1.36  -4.29  0.4521
H  -3.68  0.49  -2.89  -0.0969
H  -2.36  4.67  -3.87  0.5293
H  -2.12  4.05  -2.29  -0.3394
C  -0.72  3.80  3.13  0.1500
C  -0.21  5.24  2.65  -0.8678
C  -0.15  5.10  1.11  -0.7718
S  -1.55  4.18  0.67  1.2719
O  -1.02  3.16  -0.24  -1.0477
O  -2.62  4.99  0.12  -0.8211
C  -1.94  3.48  2.21  0.3858
H  -0.99  3.78  4.22  0.5158
H  0.05  3.09  2.88  -0.4811
H  0.72  5.56  3.13  0.4282
H  -0.99  5.91  3.01  0.3743
H  0.76  4.51  0.85  0.0937
H  -0.17  6.06  0.57  0.5357
H  -2.09  2.43  1.98  -1.1832
H  -2.86  3.96  2.51  0.5830
C  4.50  0.25  -2.85  -0.6919
C  3.91  0.43  -4.28  -0.7270
C  2.43  0.56  -4.06  -0.9367
S  2.06  -0.87  -2.99  1.1152
O  2.16  -2.12  -3.73  -0.8710
O  0.84  -0.70  -2.25  0.2584
C  3.67  -0.75  -2.07  0.1615
H  4.60  1.16  -2.25  0.2994
H  5.51  -0.16  -2.95  0.3820
H  4.12  -0.49  -4.87  0.3088
H  4.19  1.34  -4.78  0.3919
H  1.80  0.50  -4.91  0.6500
H  2.05  1.42  -3.48  0.2682
H  4.12  -1.70  -2.18  0.5826
H  3.54  -0.51  -1.03  -0.8249
C  3.23  0.52  3.35  -0.2927
C  4.61  0.63  2.66  -0.6109
C  4.54  1.28  1.28  -0.5958
S  2.76  1.78  1.09  1.4003
O  1.99  0.86  0.29  -0.1716
O  2.74  3.16  0.63  -0.8897
C  2.27  1.64  2.88  -0.2927
H  3.32  0.47  4.38  0.7864
H  2.64  -0.36  3.06  -0.4050
H  4.94  -0.43  2.62  0.2540
H  5.26  1.19  3.32  0.3658
H  4.86  0.66  0.45  0.0611
H  5.13  2.21  1.19  0.4889
H  1.21  1.35  2.96  -0.5513
H  2.43  2.63  3.28  0.6578



(3)
C29H57B2N3OP2PbS as an isolated structure, computed with the ωB97M-V functional and the def2-TZVPD basis.

Its lowest unoccupied orbital energy is -6.771 eV. Its net charge is +2. The largest force on an atom is 0.0093 Eh/bohr. Its molar mass is 786.634 Da. The value obtained for the orbital gap is 6.2 eV.

Each line ends with the Mulliken charge.
Positions of all 96 atoms, in Å:
Pb  -0.36  -0.38  1.09  1.9918
C  2.45  -2.07  3.69  -1.5950
C  3.06  -1.09  2.68  1.8277
C  3.20  -1.80  1.32  -1.6081
C  4.43  -0.61  3.16  -1.5523
P  1.87  0.29  2.37  -0.0693
C  2.54  1.28  0.95  -0.9055
N  1.93  0.93  -0.32  0.1857
B  0.64  0.54  -0.70  -0.0803
N  0.49  0.24  -2.05  0.2219
C  -0.65  -0.31  -2.80  -0.9066
P  -2.19  0.63  -3.34  -0.4152
C  -1.62  1.63  -4.83  2.1776
C  -2.87  2.19  -5.54  -1.8868
C  -1.00  0.63  -5.82  -2.0816
C  -0.64  2.77  -4.56  -1.6461
C  -2.67  1.76  -1.91  2.5155
C  -1.62  2.65  -1.24  -1.1854
C  -3.79  2.69  -2.40  -2.1763
C  -3.29  0.82  -0.87  -1.4914
C  1.80  0.46  -2.56  0.9622
C  2.29  0.29  -3.85  -0.6865
C  3.62  0.59  -4.08  -0.8980
C  4.45  1.06  -3.07  -1.0512
C  3.97  1.23  -1.78  -0.6731
C  2.65  0.91  -1.54  0.3184
C  1.52  1.51  3.72  1.8163
C  2.78  2.27  4.15  -1.6391
C  0.89  0.79  4.92  -1.6238
C  0.49  2.50  3.15  -1.7186
H  3.07  -2.97  3.71  0.5269
H  1.44  -2.38  3.41  0.2070
H  2.43  -1.67  4.70  0.3242
H  3.84  -2.67  1.46  0.6628
H  3.68  -1.17  0.56  0.2530
H  2.24  -2.15  0.93  0.0909
H  5.10  -1.46  3.18  0.4923
H  4.39  -0.20  4.17  0.3382
H  4.87  0.14  2.50  0.2666
H  3.62  1.10  0.88  0.3858
H  2.42  2.34  1.17  0.2222
H  -1.01  -1.18  -2.24  -0.0529
H  -0.26  -0.72  -3.73  0.7675
H  -3.59  1.40  -5.76  0.4282
H  -2.56  2.64  -6.48  0.5074
H  -3.39  2.96  -4.97  0.3849
H  -1.57  -0.30  -5.87  0.4156
H  0.03  0.40  -5.58  0.4081
H  -1.00  1.07  -6.81  0.5535
H  -1.11  3.59  -4.02  0.3057
H  -0.27  3.17  -5.50  0.4979
H  0.23  2.43  -3.99  0.2046
H  -1.02  3.23  -1.94  0.1541
H  -0.93  2.09  -0.60  -0.0223
H  -2.12  3.36  -0.57  0.6012
H  -3.41  3.51  -3.00  0.4090
H  -4.29  3.12  -1.53  0.5339
H  -4.54  2.15  -2.98  0.4608
H  -2.57  0.05  -0.53  -0.2995
H  -4.14  0.28  -1.28  0.4693
H  -3.63  1.38  0.00  0.4564
H  1.66  -0.06  -4.65  0.3902
H  4.02  0.47  -5.08  0.4569
H  5.48  1.30  -3.29  0.4323
H  4.62  1.60  -1.00  0.5438
H  3.45  1.64  4.74  0.3548
H  2.48  3.11  4.78  0.5156
H  3.34  2.68  3.31  0.3029
H  1.61  0.15  5.44  0.3553
H  0.02  0.19  4.65  0.1706
H  0.56  1.54  5.64  0.5151
H  0.90  3.15  2.37  0.3411
H  0.15  3.15  3.96  0.6404
H  -0.41  2.02  2.76  0.3142
B  -4.39  0.25  2.97  0.3364
C  -2.92  -0.12  2.80  0.0015
N  -1.79  -0.40  2.64  -0.6828
H  -4.78  -0.23  4.00  -0.0567
H  -4.40  1.46  2.94  -0.0811
H  -4.90  -0.26  2.00  -0.0477
C  -3.82  -3.56  2.07  -1.2394
C  -2.31  -3.76  2.17  -0.2875
S  -1.53  -3.44  0.57  0.4305
O  -0.26  -2.55  0.87  -0.6208
C  -0.78  -5.02  0.17  -0.7155
C  0.33  -5.47  1.11  -0.8932
H  -4.27  -3.76  3.04  0.4035
H  -4.27  -4.24  1.34  0.3706
H  -4.07  -2.53  1.79  0.2621
H  -2.04  -4.77  2.49  0.4704
H  -1.84  -3.06  2.86  0.1689
H  -0.43  -4.91  -0.86  0.4815
H  -1.63  -5.71  0.15  0.4738
H  1.09  -4.69  1.22  0.0871
H  0.80  -6.35  0.70  0.4086
H  -0.05  -5.73  2.10  0.3166



(4)
C29H57Cl3N2O3PScSi as an isolated structure at a distorted geometry, computed with the ωB97M-V functional and the def2-TZVPD basis.

Its lowest unoccupied orbital energy (alpha / beta) is 0.290 / 0.290 eV. Its net charge is 0. The largest force on an atom is 0.1294 Eh/bohr. Its molar mass is 692.161 Da. The value obtained for the orbital gap (alpha / beta) is 3.8 / 3.8 eV.

Each line ends with the Mulliken charge.
Positions of all 97 atoms, in Å:
C  3.02  -2.85  -4.08  -0.9680
C  2.52  -2.00  -5.20  0.3206
H  2.64  -3.87  -4.17  0.3696
H  2.73  -2.46  -3.10  -0.1975
H  4.12  -2.92  -4.11  0.2913
C  2.44  -2.47  -6.45  0.0385
C  2.82  -3.86  -6.84  -1.4813
H  2.14  -1.83  -7.28  0.3719
H  2.34  -4.62  -6.22  0.3101
H  3.90  -4.04  -6.80  0.3099
H  2.50  -4.03  -7.87  0.3827
Sc  0.87  -0.15  0.72  -0.5146
Cl  1.05  0.18  3.41  -0.2139
Cl  2.83  1.20  0.54  -0.4221
C  0.03  2.69  0.61  -0.2786
O  -0.41  1.49  0.70  0.1212
N  -0.62  3.66  -0.01  0.3410
C  -2.02  3.53  -0.42  -0.9149
C  0.14  4.82  -0.47  -0.8317
H  0.99  2.95  1.05  0.5531
H  -2.63  3.14  0.41  0.2448
H  -2.14  2.86  -1.29  0.2135
H  -2.37  4.53  -0.70  0.4444
H  0.95  5.02  0.24  0.3339
H  -0.52  5.69  -0.54  0.3266
H  0.60  4.64  -1.46  0.2890
H  -0.21  -5.53  2.36  0.3393
H  0.02  -3.55  -0.73  0.1593
C  -1.13  -5.12  1.91  -0.9250
C  -0.92  -3.92  -0.29  -0.5589
N  -0.86  -3.88  1.17  0.2080
H  -1.84  -4.93  2.73  0.3467
C  -0.55  -2.78  1.81  -0.1118
O  -0.38  -1.66  1.21  -0.3593
H  -1.75  -3.30  -0.67  0.1814
H  -0.47  -2.85  2.91  0.5099
H  -1.55  -5.84  1.21  0.3084
H  -1.08  -4.97  -0.56  0.3724
O  1.12  -0.68  -3.80  -0.1144
C  2.11  -0.58  -4.83  0.3682
C  0.55  -0.07  -6.76  -0.2977
C  1.65  0.30  -5.98  0.2454
H  0.10  -1.05  -6.61  0.6089
C  0.07  0.82  -7.73  -0.7970
H  3.01  -0.13  -4.37  0.2821
C  2.36  1.48  -6.25  -0.4084
H  -0.83  0.56  -8.29  0.3909
C  0.74  2.03  -7.96  -0.4797
C  1.89  2.34  -7.25  -0.5957
H  3.27  1.68  -5.69  0.3579
H  0.37  2.71  -8.74  0.3829
H  2.44  3.26  -7.46  0.4015
Si  -0.19  0.27  -3.32  0.0018
Cl  2.00  -1.91  -0.68  -0.4772
C  -1.67  -0.09  -4.40  -1.1453
C  0.31  2.07  -3.31  -0.7503
C  -0.69  -0.29  -1.61  0.3031
H  -1.66  0.43  -5.36  0.3373
H  -2.58  0.23  -3.86  0.4195
H  -1.76  -1.16  -4.58  0.2571
H  -1.36  -1.16  -1.61  0.1932
H  -1.14  0.52  -1.02  0.2523
H  0.30  -0.65  -1.21  -0.5951
H  0.64  2.40  -4.30  0.3450
H  1.14  2.24  -2.60  0.2947
H  -0.53  2.72  -3.01  0.3227
C  -1.74  2.49  3.88  -1.3941
C  -0.77  2.25  5.04  0.6406
C  -1.32  2.84  6.34  -1.4201
P  -0.28  0.51  5.22  0.1109
C  0.86  0.27  6.63  0.6731
C  0.15  0.11  7.98  -1.6882
C  1.83  -0.90  6.40  -1.4721
C  -1.72  -0.63  5.21  0.7624
C  -2.74  -0.33  6.31  -1.6627
C  -2.42  -0.68  3.84  -1.0792
H  -2.75  2.11  4.10  0.1407
H  -1.39  2.05  2.93  -0.0173
H  -1.82  3.58  3.73  0.5838
H  0.18  2.76  4.80  0.4696
H  -2.21  2.31  6.69  0.1431
H  -0.58  2.86  7.15  0.2938
H  -1.62  3.88  6.15  0.5335
H  1.44  1.21  6.65  0.3574
H  -0.41  -0.84  8.04  0.2688
H  0.91  0.09  8.77  0.4977
H  -0.53  0.94  8.21  0.3016
H  2.50  -0.69  5.56  0.3514
H  2.45  -1.02  7.30  0.4526
H  1.30  -1.84  6.22  0.2387
H  -1.27  -1.62  5.41  0.3933
H  -3.34  0.56  6.10  0.2248
H  -3.44  -1.18  6.36  0.5030
H  -2.30  -0.23  7.31  0.2727
H  -1.72  -0.62  3.00  -0.2647
H  -2.95  -1.64  3.77  0.5202
H  -3.17  0.12  3.75  0.2512